(1)
Formula: C7H28O7
Source: OMol25
Level of theory: ωB97M-V/def2-TZVPD

Last column: Löwdin charge in e.
Atoms and positions in Å:
C1 0.856 -4.175 -0.991  -0.124
O1 1.973 -4.313 -1.935  -0.148
H1 0.169 -4.978 -1.258  0.068
H2 1.144 -4.371 0.042  0.055
H3 0.367 -3.211 -1.130  0.077
H4 2.407 -5.150 -1.756  0.060
C2 -1.236 3.102 0.962  -0.254
O2 -1.805 2.191 -0.020  -0.289
H5 -1.787 3.150 1.902  0.019
H6 -0.192 2.917 1.215  0.055
H7 -1.381 4.042 0.430  0.058
H8 -2.486 1.675 0.417  0.013
C3 -3.002 -0.509 -2.531  -0.188
O3 -3.557 -1.753 -2.946  -0.146
H9 -2.226 -0.640 -1.776  0.054
H10 -2.318 -0.212 -3.326  0.075
H11 -3.713 0.221 -2.146  0.070
H12 -4.378 -1.668 -3.437  0.061
C4 1.162 -0.116 -0.145  -0.225
O4 0.156 0.354 -0.979  -0.134
H13 1.908 -0.543 -0.816  0.066
H14 1.554 0.712 0.446  0.060
H15 0.868 -0.895 0.558  0.053
H16 -0.279 1.096 -0.552  0.022
C5 -3.463 4.262 -1.702  -0.223
O5 -2.396 3.541 -2.310  -0.149
H17 -3.030 5.097 -1.151  0.060
H18 -4.169 4.625 -2.449  0.066
H19 -4.040 3.656 -1.003  0.053
H20 -1.933 3.127 -1.578  0.006
C6 3.836 -3.200 0.530  -0.177
O6 3.103 -4.033 1.430  -0.123
H21 4.678 -2.592 0.859  0.066
H22 4.346 -3.784 -0.236  0.073
H23 3.231 -2.448 0.024  0.059
H24 2.508 -3.488 1.950  0.073
C7 1.828 1.421 4.144  -0.200
O7 2.994 0.827 4.797  -0.152
H25 1.915 1.194 3.081  0.050
H26 0.872 0.999 4.451  0.050
H27 1.760 2.495 4.319  0.056
H28 3.760 1.377 4.617  0.054

Output
Multiplicity = 2
Net charge = -1
Electronic energy = -809.98488 a.u.
Orbital gap (spin up / spin down) = 2.239 / 9.738 eV
Lowest unoccupied orbital energy (spin up / spin down) = 2.7 / 2.6 eV
Relative energy (zero: lowest compared OMol25 entry of this formula, charge and spin) = 34.3 kcal per mole
Molecular weight = 224.29 g/mol


(2)
Formula: C42H34N6O2PdSSe
Source: OMol25
Level of theory: ωB97M-V/def2-TZVPD

Last column: Löwdin charge in e.
Atoms and positions in Å:
Pd1 0.288 0.897 -0.290  0.901
O1 0.464 0.921 -2.409  -0.342
C1 -0.355 0.018 -3.054  -0.498
C2 -1.853 0.261 -2.668  -0.058
C3 -2.328 -0.352 -1.375  -0.269
C4 -3.646 -0.786 -1.239  -0.015
C5 -4.028 -1.428 -0.078  -0.046
C6 -3.075 -1.692 0.896  -0.016
C7 -1.778 -1.243 0.708  -0.237
C8 -0.671 -1.659 1.637  -0.027
C9 0.064 -0.509 2.411  -0.432
O2 -0.155 0.729 1.818  -0.295
C10 1.587 -0.749 2.377  -0.125
C11 2.202 -1.031 1.155  -0.065
C12 3.580 -1.085 1.032  -0.079
C13 4.384 -0.867 2.144  -0.090
C14 3.789 -0.602 3.367  -0.081
C15 2.404 -0.542 3.481  -0.024
C16 -0.434 -0.455 3.862  -0.164
C17 -0.706 0.780 4.443  -0.047
C18 -1.141 0.868 5.760  -0.078
C19 -1.300 -0.278 6.523  -0.093
C20 -1.001 -1.514 5.963  -0.078
C21 -0.568 -1.597 4.649  -0.040
N1 -1.455 -0.525 -0.382  0.099
C22 0.064 -1.434 -2.759  -0.159
C23 -0.813 -2.514 -2.843  -0.054
C24 -0.388 -3.807 -2.573  -0.077
C25 0.930 -4.049 -2.211  -0.095
C26 1.813 -2.983 -2.123  -0.085
C27 1.381 -1.692 -2.397  -0.041
C28 -0.265 0.285 -4.572  -0.136
C29 -0.569 -0.668 -5.538  -0.031
C30 -0.545 -0.346 -6.888  -0.089
C31 -0.220 0.940 -7.295  -0.105
C32 0.086 1.897 -6.338  -0.083
C33 0.065 1.571 -4.989  -0.021
H1 -1.962 1.348 -2.616  0.103
H2 -2.517 -0.095 -3.459  0.123
H3 -4.343 -0.623 -2.050  0.119
H4 -5.051 -1.756 0.055  0.110
H5 -3.323 -2.256 1.786  0.115
H6 -1.085 -2.373 2.345  0.102
H7 0.041 -2.212 1.022  0.117
H8 1.603 -1.234 0.271  0.075
H9 4.026 -1.295 0.067  0.104
H10 5.462 -0.910 2.057  0.104
H11 4.405 -0.435 4.243  0.104
H12 1.964 -0.308 4.442  0.115
H13 -0.550 1.672 3.850  0.117
H14 -1.345 1.840 6.193  0.103
H15 -1.640 -0.212 7.548  0.100
H16 -1.098 -2.415 6.555  0.102
H17 -0.310 -2.569 4.244  0.117
H18 -1.851 -2.350 -3.106  0.115
H19 -1.092 -4.628 -2.642  0.101
H20 1.265 -5.058 -2.007  0.098
H21 2.843 -3.157 -1.835  0.099
H22 2.068 -0.858 -2.336  0.100
H23 -0.813 -1.682 -5.245  0.102
H24 -0.776 -1.106 -7.625  0.098
H25 -0.204 1.192 -8.347  0.096
H26 0.341 2.904 -6.642  0.099
H27 0.308 2.305 -4.233  0.112
Se1 3.274 3.364 3.209  1.129
N2 4.709 3.129 2.194  -0.228
C34 4.261 2.678 1.042  -0.404
C35 5.080 2.396 -0.101  0.002
C36 4.458 1.983 -1.226  -0.029
C37 3.029 1.791 -1.239  -0.100
N3 2.251 2.001 -0.220  0.050
C38 2.833 2.496 0.934  -0.444
N4 2.124 2.827 1.987  -0.200
H28 6.151 2.533 -0.039  0.119
H29 5.008 1.771 -2.132  0.108
H30 2.520 1.436 -2.133  0.096
S1 -1.109 2.951 -0.479  0.723
C39 -2.471 2.496 0.419  -0.777
N5 -2.313 1.816 1.586  0.080
C40 -3.344 1.552 2.394  -0.063
C41 -4.608 1.950 2.055  -0.041
C42 -4.728 2.557 0.797  -0.126
N6 -3.716 2.824 0.003  0.075
H31 -1.315 1.351 1.793  0.019
H32 -3.101 1.016 3.304  0.123
H33 -5.454 1.781 2.701  0.101
H34 -5.710 2.814 0.412  0.112

Output
Multiplicity = 3
Electronic energy = -5027.39645 a.u.
Orbital gap (spin up / spin down) = 6.008 / 6.853 eV
Lowest unoccupied orbital energy (spin up / spin down) = -1.1 / -1.1 eV
Molecular weight = 872.22 g/mol


(3)
Formula: C18H19MgNO5
Source: OMol25
Level of theory: ωB97M-V/def2-TZVPD

Last column: Löwdin charge in e.
Atoms and positions in Å:
Mg1 -0.798 0.703 -0.332  0.611
O1 -3.629 3.416 -0.563  0.126
C1 -2.363 3.007 -0.444  -0.503
O2 -1.807 2.355 -1.301  0.052
C2 -1.652 3.679 0.735  -0.119
O3 -0.799 2.833 1.443  -0.147
C3 -1.440 2.165 2.529  -0.102
C4 -2.679 1.381 2.082  -0.646
O4 -3.577 1.185 2.895  0.007
O5 -2.632 1.036 0.852  -0.079
H1 -4.014 2.901 -1.290  0.138
H2 -2.406 4.147 1.376  0.137
H3 -1.030 4.457 0.281  0.142
H4 -1.698 2.880 3.317  0.120
H5 -0.698 1.463 2.912  0.136
C5 4.086 2.104 0.066  -0.164
C6 3.203 2.990 -0.539  -0.157
C7 1.857 2.648 -0.660  -0.178
C8 1.305 1.434 -0.218  -0.164
C9 2.249 0.565 0.366  -0.150
C10 3.596 0.883 0.518  -0.140
H6 5.137 2.356 0.171  0.071
H7 3.561 3.945 -0.917  0.071
H8 1.205 3.384 -1.138  0.066
H9 1.924 -0.424 0.686  0.079
H10 4.272 0.167 0.977  0.079
C11 0.253 -2.410 -3.288  -0.123
C12 0.174 -3.123 -1.973  -0.267
C13 0.602 -4.423 -1.835  -0.155
C14 0.561 -5.119 -0.615  -0.203
C15 0.053 -4.416 0.488  -0.154
C16 -0.392 -3.114 0.413  -0.263
C17 -0.908 -2.404 1.626  -0.108
C18 -0.354 -2.342 -0.842  -0.445
N1 -0.747 -1.116 -0.944  -0.072
H11 0.514 -3.102 -4.099  0.046
H12 0.989 -1.597 -3.263  0.059
H13 -0.698 -1.914 -3.513  0.047
H14 0.993 -4.929 -2.721  0.073
H15 0.904 -6.144 -0.529  0.038
H16 0.000 -4.916 1.457  0.074
H17 -1.071 -3.101 2.455  0.053
H18 -1.836 -1.867 1.405  0.058
H19 -0.211 -1.625 1.975  0.056

Output
Multiplicity = 1
Net charge = -2
Electronic energy = -1328.38477 a.u.
Orbital gap = 3.261 eV
Lowest unoccupied orbital energy = 4.5 eV
Relative energy (zero: lowest compared OMol25 entry of this formula, charge and spin) = 28.7 kcal per mole
Molecular weight = 353.66 g/mol


(4)
Formula: C3H4N2
Source: OMol25
Level of theory: ωB97M-V/def2-TZVPD

Last column: Löwdin charge in e.
Atoms and positions in Å:
C1 1.150 1.847 -1.574  0.099
C2 0.825 1.040 -0.723  -0.110
C3 0.311 0.030 0.182  -0.246
N1 -0.854 -0.386 0.091  -0.068
N2 -1.152 -1.409 0.846  -0.026
H1 1.493 2.718 -2.050  0.009
H2 1.043 -0.617 0.691  0.113
H3 -2.217 -1.437 0.923  0.131
H4 -0.600 -1.786 1.614  0.099

Output
Multiplicity = 1
SMILES string = C#C/C=N/N
Electronic energy = -226.09417 a.u.
Orbital gap = 9.576 eV
Lowest unoccupied orbital energy = 1.0 eV
Relative energy (zero: lowest compared OMol25 entry of this formula, charge and spin) = 82.2 kcal per mole
Molecular weight = 68.08 g/mol